ORCA calculation (the ωB97M-V functional and the def2-TZVPD basis) on C27H24GaIN7O4S2 as an isolated structure.

relative energy (zero: lowest compared OMol25 entry of this formula, charge and spin) = 0.0 kJ/mol
lowest unoccupied orbital energy = -2.92 eV
HOMO-LUMO gap = 7.4 eV
calculated total energy = -129153.4957 eV
total charge = +1

Element x y z (Å)
Ga1 -0.5231 0.9420 -0.3172
C1 2.9207 1.8984 6.9527
C2 1.9901 1.8337 5.7757
C3 0.6088 1.8209 5.9641
C4 -0.2595 1.7981 4.8869
C5 0.2670 1.7871 3.6018
C6 1.6383 1.7972 3.3828
C7 2.4891 1.8201 4.4743
S1 -0.8506 1.6633 2.2602
O1 -2.0887 2.3048 2.5577
O2 -0.1081 2.2808 1.0816
N1 -1.0564 0.1588 1.8373
C8 0.1110 -0.5988 1.7027
C9 0.5522 -1.5361 2.6266
C10 1.7060 -2.2403 2.3405
C11 2.3945 -1.9996 1.1528
C12 1.8929 -1.0645 0.2781
N2 0.7748 -0.3840 0.5532
H1 2.5031 1.3816 7.8155
H2 3.0918 2.9372 7.2419
H3 3.8884 1.4575 6.7183
H4 0.2089 1.8361 6.9703
H5 -1.3315 1.8013 5.0326
H6 2.0312 1.8085 2.3749
H7 3.5601 1.8366 4.3140
H8 -0.0107 -1.6879 3.5359
H9 2.0748 -2.9796 3.0391
H10 3.2941 -2.5423 0.9042
H11 2.3764 -0.8514 -0.6653
N3 -5.8590 -4.8436 1.0411
C13 -4.8762 -4.1766 0.3525
C14 -5.0775 -3.7884 -0.9776
C15 -4.1071 -3.0808 -1.6556
C16 -2.9182 -2.7591 -1.0138
C17 -2.7011 -3.1357 0.3083
C18 -3.6719 -3.8363 0.9874
S2 -1.6930 -1.8592 -1.8604
O3 -2.0081 -1.8058 -3.2563
O4 -0.3876 -2.3259 -1.4549
N4 -1.7407 -0.3421 -1.2353
C19 -2.7884 0.5159 -1.3352
N5 -3.9875 0.2568 -1.8347
C20 -4.8565 1.2605 -1.7616
C21 -4.5696 2.5031 -1.2024
C22 -3.2939 2.6874 -0.7140
N6 -2.4055 1.7025 -0.8007
H12 -6.5875 -5.2871 0.5092
H13 -5.6002 -5.3261 1.8839
H14 -6.0044 -4.0469 -1.4742
H15 -4.2576 -2.7740 -2.6811
H16 -1.7664 -2.8859 0.7948
H17 -3.5089 -4.1326 2.0162
H18 -5.8425 1.0582 -2.1646
H19 -5.3118 3.2837 -1.1488
H20 -2.9655 3.6055 -0.2446
I1 0.1273 4.3587 -1.4850
C23 0.7518 2.6614 -2.5070
C24 1.3920 2.8342 -3.7245
C25 1.8044 1.7204 -4.4332
C26 1.5665 0.4586 -3.9092
C27 0.9255 0.3602 -2.6967
N7 0.5237 1.4434 -1.9967
H21 1.5528 3.8314 -4.1053
H22 2.2987 1.8406 -5.3880
H23 1.8528 -0.4427 -4.4309
H24 0.6960 -0.6079 -2.2661

Results of the natural (NBO) charge analysis, in e, for atoms 1 through 2: Ga 1.82; C -0.64